Entry 1:
{
  "formula": "C45H26Cl5F19GaN3OSSb",
  "method": "wB97M-V/def2-TZVPD",
  "gap_ha": 0.2564,
  "lumo_ev": 1.99,
  "total_energy_ha": -8731.647862,
  "total_charge": -1,
  "symbols": ["Ga", "C", "N", "C", "C", "N", "C", "C", "F", "C", "F", "C", "F", "C", "F", "C", "F", "C", "C", "N", "C", "C", "F", "C", "F", "C", "F", "C", "F", "C", "F", "H", "H", "H", "H", "H", "H", "H", "H", "H", "H", "H", "S", "Sb", "C", "C", "C", "C", "C", "C", "C", "C", "C", "C", "C", "C", "C", "C", "C", "C", "C", "C", "H", "H", "H", "H", "H", "H", "H", "H", "H", "H", "H", "H", "H", "H", "H", "Cl", "C", "C", "C", "Cl", "C", "Cl", "C", "Cl", "C", "Cl", "F", "C", "F", "F", "C", "O", "C", "F", "F", "F", "C", "F", "F", "F"],
  "coordinates": [[-0.7079, 1.2390, -1.8931], [-1.6056, -1.2346, -3.8463], [-1.4527, 0.2230, -3.8379], [-0.3658, 0.6281, -4.7307], [0.9665, 0.1892, -4.1524], [0.9871, 0.5270, -2.7405], [2.1498, 0.4568, -2.0619], [2.2044, 0.9881, -0.7531], [1.0706, 1.5715, -0.3013], [3.2875, 0.9139, 0.0833], [3.2563, 1.4489, 1.3059], [4.4341, 0.2606, -0.3435], [5.5005, 0.1453, 0.4706], [4.4481, -0.2677, -1.6143], [5.5454, -0.9068, -2.0490], [3.3521, -0.1636, -2.4536], [3.4865, -0.7330, -3.6740], [-2.7178, 0.8568, -4.2061], [-2.7653, 2.3017, -3.7417], [-2.2997, 2.3708, -2.3722], [-2.7095, 3.3464, -1.5402], [-2.1970, 3.3530, -0.2238], [-1.2987, 2.3790, 0.0818], [-2.5162, 4.2595, 0.7524], [-1.9751, 4.1656, 1.9697], [-3.4230, 5.2678, 0.4754], [-3.7528, 6.1772, 1.4077], [-3.9770, 5.3069, -0.7848], [-4.8594, 6.2711, -1.0828], [-3.6450, 4.3795, -1.7569], [-4.2663, 4.5422, -2.9487], [-1.7883, -1.5972, -4.8669], [-0.7073, -1.7103, -3.4551], [-2.4441, -1.5198, -3.2144], [-0.5046, 0.2105, -5.7371], [-0.3656, 1.7189, -4.7823], [1.1238, -0.8845, -4.3112], [1.7584, 0.7155, -4.6927], [-2.8846, 0.8029, -5.2908], [-3.5190, 0.3128, -3.7029], [-2.1535, 2.9317, -4.3990], [-3.7960, 2.6318, -3.8330], [0.2213, -0.1895, 2.3568], [0.7173, -2.2362, 3.1075], [1.6015, -1.7876, 4.9956], [1.0901, -2.2756, 6.1917], [1.5170, -1.7385, 7.4006], [2.4436, -0.7070, 7.4123], [2.9595, -0.2215, 6.2170], [2.5363, -0.7555, 5.0092], [-1.1240, -3.2366, 3.5354], [-2.2572, -2.4507, 3.3575], [-3.5160, -2.9741, 3.6201], [-3.6441, -4.2878, 4.0513], [-2.5139, -5.0719, 4.2317], [-1.2523, -4.5495, 3.9799], [2.1218, -3.5436, 2.1721], [1.9669, -4.9235, 2.1654], [2.9192, -5.7192, 1.5437], [4.0209, -5.1355, 0.9312], [4.1811, -3.7571, 0.9529], [3.2323, -2.9593, 1.5760], [0.3427, -3.0618, 6.1859], [1.1039, -2.1097, 8.3305], [2.7479, -0.2662, 8.3536], [3.6671, 0.5983, 6.2192], [2.9004, -0.3361, 4.0779], [-2.1490, -1.4281, 3.0091], [-4.3928, -2.3541, 3.4822], [-4.6256, -4.7005, 4.2490], [-2.6113, -6.0969, 4.5686], [-0.3808, -5.1719, 4.1423], [1.0963, -5.3836, 2.6146], [2.7927, -6.7946, 1.5326], [4.7501, -5.7592, 0.4297], [5.0433, -3.3011, 0.4825], [3.3536, -1.8803, 1.5794], [-3.9621, 0.7715, -0.5073], [-2.9192, -0.6078, -0.5103], [-1.5496, -0.5017, -0.8170], [-0.8474, -1.7038, -0.6196], [0.8714, -1.7321, -0.7522], [-1.4461, -2.9114, -0.2548], [-0.5143, -4.3495, -0.0652], [-2.8131, -2.9715, -0.0290], [-3.5620, -4.4474, 0.4431], [-3.5499, -1.8050, -0.1418], [-5.2453, -1.8639, 0.1759], [0.6136, 6.4339, -3.4969], [-0.0492, 5.3510, -3.0483], [-0.8153, 4.9202, -4.0603], [-0.8775, 5.7700, -2.0790], [0.8811, 4.1931, -2.5312], [0.2044, 3.0540, -2.4661], [1.4689, 4.6434, -1.1490], [2.5459, 3.9129, -0.8201], [0.5703, 4.4936, -0.1767], [1.8563, 5.9349, -1.1361], [2.0743, 4.0679, -3.5439], [2.9313, 5.1052, -3.5180], [2.7904, 2.9644, -3.3099], [1.6091, 3.9685, -4.8042]],
  "forces_ev_per_a": [[-0.242, -0.519, -0.882], [0.138, 0.029, 0.042], [-0.143, -0.205, -0.147], [0.202, 0.168, 0.113], [0.055, 0.029, 0.209], [-0.300, -0.056, 0.276], [0.205, 0.164, 0.094], [-0.088, 0.027, -0.288], [0.097, -0.138, 0.212], [-0.009, -0.038, 0.037], [-0.049, 0.007, -0.005], [-0.006, 0.026, 0.059], [0.030, 0.004, -0.011], [0.047, 0.003, -0.021], [0.025, -0.007, -0.009], [-0.135, 0.093, 0.010], [-0.034, -0.060, -0.012], [-0.104, 0.157, 0.171], [0.206, 0.041, 0.073], [0.068, -0.490, 0.136], [-0.037, 0.181, 0.153], [0.101, -0.009, -0.243], [-0.092, 0.082, 0.109], [-0.028, 0.009, 0.044], [0.051, 0.004, -0.022], [0.020, 0.031, 0.027], [-0.022, -0.004, 0.016], [0.003, 0.015, -0.013], [-0.028, 0.018, -0.009], [0.063, -0.110, 0.014], [0.063, 0.007, -0.066], [0.007, 0.006, 0.001], [-0.004, -0.003, -0.013], [-0.010, 0.005, 0.025], [-0.046, 0.047, -0.014], [-0.054, -0.009, -0.073], [-0.017, 0.008, -0.066], [-0.002, -0.026, -0.049], [-0.024, -0.071, -0.001], [0.024, -0.054, 0.000], [-0.048, 0.046, -0.007], [-0.045, 0.038, -0.068], [0.149, 0.020, -0.314], [-0.084, 0.094, 0.493], [-0.218, -0.108, -0.055], [0.085, -0.074, -0.040], [-0.024, -0.017, 0.008], [-0.007, -0.010, 0.003], [0.019, -0.004, -0.024], [0.013, -0.054, 0.058], [0.318, -0.041, -0.071], [-0.072, 0.030, -0.037], [0.030, -0.070, 0.065], [0.009, 0.091, 0.026], [0.020, -0.064, 0.023], [0.002, 0.035, 0.010], [-0.242, 0.253, 0.086], [0.007, 0.011, -0.024], [0.008, 0.025, 0.012], [-0.048, -0.031, 0.015], [0.053, -0.023, 0.009], [0.004, 0.065, -0.009], [-0.015, 0.024, 0.019], [0.010, 0.001, -0.004], [0.029, -0.018, -0.013], [0.011, -0.030, 0.020], [-0.031, 0.037, 0.018], [0.015, -0.013, -0.007], [-0.002, -0.020, -0.035], [0.007, 0.001, -0.014], [-0.004, 0.013, 0.002], [-0.005, 0.004, 0.012], [0.009, -0.014, -0.037], [0.011, 0.002, -0.022], [0.018, 0.018, 0.019], [-0.025, 0.022, -0.019], [-0.021, -0.007, -0.048], [-0.077, 0.137, 0.043], [0.254, -0.151, -0.024], [-0.056, 0.207, 0.029], [-0.221, 0.255, 0.010], [-0.003, -0.367, -0.075], [0.010, 0.081, -0.035], [0.088, -0.074, 0.004], [0.032, 0.048, 0.030], [-0.006, -0.057, -0.082], [0.059, 0.073, -0.035], [-0.076, -0.018, 0.047], [-0.015, -0.028, 0.003], [-0.080, 0.015, -0.046], [0.017, 0.021, 0.072], [0.055, 0.001, -0.012], [0.001, 0.000, 0.004], [0.192, 0.348, 0.149], [-0.013, 0.058, -0.016], [-0.003, 0.004, 0.000], [0.010, -0.048, 0.011], [-0.017, -0.027, -0.009], [0.027, -0.051, 0.010], [-0.021, -0.037, -0.003], [-0.020, 0.007, -0.022], [-0.006, 0.007, 0.019]]
}

Entry 2:
{
  "formula": "C45H27Cl2F12N6O4Sc",
  "method": "wB97M-V/def2-TZVPD",
  "gap_ha": 0.1910,
  "lumo_ev": 3.37,
  "total_energy_ha": -5240.350209,
  "total_charge": -2,
  "symbols": ["Sc", "Cl", "C", "C", "C", "N", "C", "O", "C", "C", "C", "C", "C", "N", "C", "C", "C", "Cl", "N", "C", "O", "C", "C", "C", "C", "C", "N", "H", "H", "H", "H", "H", "H", "H", "H", "H", "H", "C", "C", "C", "C", "C", "N", "C", "C", "C", "C", "C", "C", "C", "C", "O", "C", "F", "F", "F", "C", "F", "F", "F", "C", "C", "C", "O", "C", "F", "F", "F", "C", "F", "F", "F", "H", "H", "H", "H", "H", "H", "H", "H", "H", "H", "H", "H", "N", "C", "C", "C", "C", "C", "C", "C", "H", "H", "H", "H", "H"],
  "coordinates": [[-0.1053, 1.5038, 0.1378], [0.3480, 8.3377, 0.7794], [0.4875, 6.6591, 1.1877], [0.7739, 5.7489, 0.1844], [0.8999, 4.4022, 0.4954], [1.1300, 3.3970, -0.4343], [2.0391, 3.5753, -1.3867], [2.8633, 4.4873, -1.5123], [1.9908, 2.4688, -2.4075], [2.8396, 2.5487, -3.5120], [2.7476, 1.5947, -4.5024], [1.7866, 0.6044, -4.3634], [0.9919, 0.5956, -3.2250], [1.0955, 1.4909, -2.2507], [0.7312, 3.9674, 1.8362], [0.4458, 4.8990, 2.8307], [0.3217, 6.2386, 2.4969], [-0.0213, 7.3874, 3.7478], [0.9483, 2.6151, 2.0131], [1.6116, 2.1960, 3.0855], [2.0064, 2.8373, 4.0666], [1.9946, 0.7449, 2.9656], [2.8600, 0.2184, 3.9260], [3.2260, -1.1086, 3.8609], [2.7007, -1.8728, 2.8299], [1.8767, -1.2541, 1.9057], [1.5264, 0.0236, 1.9457], [0.9077, 6.0817, -0.8331], [3.5344, 3.3744, -3.5580], [3.4035, 1.6153, -5.3651], [1.6511, -0.1486, -5.1273], [0.2362, -0.1692, -3.0948], [0.3325, 4.5793, 3.8529], [3.2136, 0.8877, 4.6955], [3.8902, -1.5470, 4.5942], [2.9239, -2.9271, 2.7413], [1.4625, -1.8231, 1.0899], [-1.4712, -4.5804, 3.7735], [-1.2041, -3.5333, 2.7293], [-0.6846, -3.8635, 1.4851], [-0.5394, -2.9039, 0.5062], [-0.9506, -1.5717, 0.7030], [-0.9501, -0.6478, -0.3164], [-1.6724, -0.9497, -1.4372], [-2.2379, -2.1886, -1.7827], [-2.9329, -2.3681, -2.9640], [-3.1205, -1.3253, -3.8567], [-3.8672, -1.5254, -5.1446], [-2.6756, -0.0602, -3.4816], [-2.0106, 0.1401, -2.2883], [-2.6071, 2.4452, -2.2629], [-1.7155, 1.3792, -1.7786], [-1.9753, 3.6646, -1.7423], [-0.8150, 3.9592, -2.3568], [-2.7162, 4.7741, -1.8139], [-1.5798, 3.5656, -0.3614], [-3.9735, 2.3164, -1.6499], [-4.5056, 1.0877, -1.7258], [-4.8584, 3.1098, -2.3259], [-4.1354, 2.6914, -0.3477], [-1.3933, -1.2240, 2.0000], [-1.5140, -2.2002, 2.9747], [-1.8863, 0.2017, 2.2707], [-1.4467, 1.1830, 1.4671], [-3.4397, 0.1444, 2.1186], [-4.0441, 1.2512, 2.5604], [-3.7752, -0.0192, 0.8415], [-4.0494, -0.8765, 2.7792], [-1.5987, 0.6262, 3.7501], [-0.4445, 0.1382, 4.2387], [-1.5386, 1.9464, 3.8653], [-2.5386, 0.2288, 4.6471], [-1.1742, -5.5687, 3.4247], [-0.9336, -4.3608, 4.6948], [-2.5356, -4.6031, 4.0095], [-0.4144, -4.8910, 1.2718], [-0.0977, -3.1611, -0.4481], [-2.1827, -3.0129, -1.0881], [-3.3435, -3.3458, -3.1875], [-3.9841, -2.5884, -5.3528], [-4.8586, -1.0741, -5.0807], [-3.3436, -1.0585, -5.9779], [-2.9066, 0.7981, -4.0942], [-1.9083, -1.9432, 3.9472], [2.0285, -0.9302, -1.1935], [2.5229, -1.9663, -1.1169], [3.1408, -3.2310, -1.0356], [2.7508, -4.1583, -0.0593], [3.3654, -5.3894, 0.0035], [4.3666, -5.7246, -0.8998], [4.7414, -4.8171, -1.8828], [4.1434, -3.5773, -1.9527], [1.9616, -3.9080, 0.6317], [3.0617, -6.0968, 0.7625], [4.8528, -6.6879, -0.8379], [5.5100, -5.0835, -2.5957], [4.4329, -2.8656, -2.7123]],
  "forces_ev_per_a": [[0.324, -0.143, -0.409], [-0.016, 0.313, -0.161], [-0.009, -0.152, 0.077], [0.042, -0.222, 0.053], [0.047, 0.239, 0.631], [-0.159, -0.470, -0.038], [-0.257, -0.156, 0.480], [0.017, 0.066, -0.246], [0.164, -0.031, -0.440], [-0.016, 0.087, 0.157], [-0.105, -0.143, 0.098], [-0.064, 0.024, 0.009], [-0.116, -0.235, -0.302], [0.227, 0.351, 0.199], [0.279, 0.726, -0.324], [-0.031, -0.117, -0.200], [0.026, -0.125, -0.191], [-0.085, 0.166, 0.324], [-0.222, -0.639, -0.150], [-0.199, 0.190, -0.672], [0.056, -0.032, 0.225], [0.270, -0.172, 0.230], [-0.048, 0.096, -0.005], [-0.157, 0.020, -0.117], [0.049, 0.024, 0.027], [0.080, -0.437, -0.060], [-0.023, 0.327, -0.089], [0.019, 0.030, -0.016], [0.006, 0.025, 0.077], [-0.029, 0.044, -0.019], [-0.073, -0.071, 0.028], [0.102, -0.009, 0.004], [0.028, -0.001, 0.046], [-0.052, 0.048, 0.040], [0.034, 0.007, 0.053], [0.006, -0.043, -0.063], [0.006, 0.042, 0.107], [0.013, 0.132, -0.006], [0.076, 0.004, 0.014], [-0.029, 0.006, 0.121], [-0.001, 0.251, -0.004], [-0.215, -0.242, 0.291], [0.746, 0.747, 0.057], [-0.199, 0.234, -0.358], [0.174, 0.133, 0.215], [-0.123, 0.115, -0.353], [0.095, -0.237, 0.124], [0.006, 0.094, 0.144], [0.240, 0.058, -0.008], [0.000, -0.743, 0.063], [-0.105, 0.296, 0.741], [-0.361, 0.222, 0.149], [0.412, -0.053, -0.284], [0.246, 0.007, -0.153], [-0.297, -0.101, 0.237], [-0.233, -0.129, -0.361], [-0.270, 0.307, -0.403], [0.105, -0.429, 0.107], [0.009, 0.293, -0.058], [0.063, -0.042, 0.233], [0.193, 0.081, -0.385], [0.093, -0.257, -0.094], [-0.729, -0.290, 0.344], [-0.111, 0.213, 0.400], [-0.713, -0.178, -0.176], [0.127, 0.413, 0.023], [0.201, 0.055, -0.195], [0.294, -0.123, 0.147], [0.064, 0.372, 0.681], [0.226, -0.081, -0.234], [0.010, 0.175, -0.103], [-0.239, -0.274, -0.104], [0.011, -0.060, 0.007], [0.042, -0.045, 0.126], [-0.059, -0.102, 0.077], [0.059, -0.133, 0.003], [-0.124, -0.016, -0.090], [0.071, -0.027, -0.082], [-0.046, -0.084, -0.029], [-0.042, -0.047, -0.086], [-0.117, 0.008, -0.110], [0.004, 0.000, -0.137], [-0.010, 0.152, 0.016], [-0.034, 0.048, 0.078], [0.372, -0.432, 0.230], [-0.455, 1.030, -0.225], [0.592, -1.319, 0.009], [-0.022, 0.469, -0.257], [0.237, -0.300, -0.040], [-0.093, 0.141, 0.006], [0.156, -0.294, 0.075], [-0.368, 0.311, 0.195], [-0.090, 0.065, 0.078], [-0.014, -0.027, 0.036], [0.004, -0.065, -0.018], [0.032, 0.016, -0.017], [0.003, 0.054, -0.024]]
}